Entry 1:
10
Properties=species:S:1:pos:R:3 method="wB97M-V/def2-TZVPD" e_above_lowest_kj_mol=443.2 smiles="O=C1CC(=S)NO1" energy_ha=-719.4115 total_charge=0
O -2.590 -0.449 -0.360
C -1.404 -0.146 -0.059
C -0.120 -0.961 0.162
C 1.036 -0.007 -0.131
S 2.682 -0.146 -0.286
N 0.449 1.284 0.207
O -1.015 1.281 -0.308
H -0.249 -1.973 -0.523
H 0.054 -1.021 1.376
H 1.157 2.137 -0.078


Entry 2:
10
Properties=species:S:1:pos:R:3 method="wB97M-V/def2-TZVPD" e_above_lowest_kj_mol=372.9 s_squared=2.009 energy_ha=-719.2866 multiplicity=3 total_charge=0
C -0.127 -0.946 -1.261
C 2.147 2.645 2.735
C -0.938 -0.687 -0.094
N -1.153 -0.263 -1.495
O 2.738 2.004 3.469
O 1.525 3.286 2.011
S -0.410 0.615 1.069
H 0.596 -1.359 -1.864
H -1.970 -1.559 0.161
H -0.833 1.508 0.142


Entry 3:
11
Properties=species:S:1:pos:R:3 method="wB97M-V/def2-TZVPD" e_above_lowest_kj_mol=232.2 energy_ha=-1117.6376 total_charge=0
O -0.231 -0.383 -2.799
C 0.050 -1.395 -2.142
C 0.321 -1.124 -0.605
O 0.846 -1.872 0.134
S -0.445 0.520 -0.148
C 0.358 0.571 1.510
N -0.055 1.413 2.381
S -1.067 2.630 2.037
H 0.368 -2.390 -2.678
H 1.241 -0.270 1.519
H -1.385 2.300 0.791